[1]
C34H62BGeN12O5RbSSe | ωB97M-V/def2-TZVPD

Each line ends with the Löwdin charge.
Geometry (Å):
1 Rb -0.0917 0.5490 0.8965  0.71
2 C -2.4396 -0.7960 4.3525  -0.02
3 C -3.4266 -0.1668 3.3701  -0.69
4 C -3.9060 -1.2134 2.3650  -0.02
5 C -4.6145 0.4144 4.1407  -0.04
6 O -2.7145 0.8779 2.7161  -0.29
7 Ge -3.4022 1.9702 1.4240  1.05
8 O -3.1069 0.9234 -0.0691  -0.30
9 C -3.6085 1.1957 -1.3691  -0.70
10 C -2.7726 2.2846 -2.0407  -0.02
11 C -3.4875 -0.1093 -2.1600  -0.03
12 C -5.0824 1.6087 -1.3052  -0.05
13 O -1.9943 3.1765 1.3152  -0.29
14 C -1.9381 4.3626 2.0899  -0.71
15 C -0.5246 4.9252 1.9190  -0.02
16 C -2.9532 5.3829 1.5683  -0.04
17 C -2.2087 4.0672 3.5677  -0.04
18 H -2.9242 -1.6038 4.8998  0.10
19 H -1.5842 -1.2058 3.8198  0.05
20 H -2.0853 -0.0395 5.0556  0.09
21 H -4.3611 -2.0594 2.8790  0.10
22 H -4.6440 -0.7730 1.6862  0.08
23 H -3.0635 -1.5688 1.7686  0.08
24 H -5.1398 -0.3659 4.6896  0.09
25 H -4.2632 1.1704 4.8452  0.09
26 H -5.3144 0.8894 3.4441  0.07
27 H -1.7345 1.9545 -2.1106  0.08
28 H -3.1442 2.4996 -3.0433  0.10
29 H -2.8099 3.2018 -1.4465  0.08
30 H -2.4378 -0.3963 -2.2474  0.07
31 H -4.0420 -0.9015 -1.6528  0.09
32 H -3.8946 0.0253 -3.1621  0.10
33 H -5.1827 2.5743 -0.7981  0.07
34 H -5.5029 1.6967 -2.3061  0.09
35 H -5.6494 0.8624 -0.7448  0.09
36 H -0.3449 5.1604 0.8698  0.07
37 H -0.4084 5.8321 2.5119  0.09
38 H 0.2195 4.1948 2.2424  0.08
39 H -2.7571 5.6096 0.5191  0.09
40 H -3.9650 4.9735 1.6439  0.07
41 H -2.9030 6.3040 2.1487  0.09
42 H -1.6075 3.2181 3.8969  0.08
43 H -1.9781 4.9333 4.1875  0.09
44 H -3.2638 3.8113 3.7106  0.08
45 C 2.3736 -2.4062 1.9266  -0.03
46 C 2.8662 -2.1374 0.5417  -0.38
47 C 4.1534 -2.3972 0.0417  -0.03
48 C 4.0981 -2.0289 -1.2815  -0.07
49 N 2.8509 -1.5843 -1.5433  0.01
50 N 2.0929 -1.6402 -0.4172  0.07
51 B 2.3933 -0.8357 -2.8077  -0.67
52 N 0.9727 -1.2037 -3.3380  0.02
53 C 0.4313 -0.5633 -4.3916  -0.07
54 C -0.7669 -1.1607 -4.7065  -0.02
55 C -0.9052 -2.1988 -3.7751  -0.37
56 C -2.0307 -3.1694 -3.6360  -0.03
57 N 0.1512 -2.1927 -2.9618  0.07
58 N 2.3662 0.6758 -2.4978  -0.01
59 C 3.4213 1.5178 -2.5235  -0.10
60 C 2.9800 2.7606 -2.1350  -0.03
61 C 1.6081 2.5797 -1.8687  -0.36
62 C 0.6259 3.6278 -1.4491  -0.03
63 N 1.2557 1.3178 -2.0860  0.11
64 N 3.3600 -1.0798 -3.9759  -0.01
65 C 3.6954 -0.2304 -4.9772  -0.10
66 C 4.4527 -0.9272 -5.8860  -0.02
67 C 4.5256 -2.2337 -5.3588  -0.36
68 C 5.2314 -3.4285 -5.9142  -0.04
69 N 3.8600 -2.3097 -4.2181  0.12
70 H 3.1841 -2.2583 2.6408  0.08
71 H 1.5432 -1.7557 2.1894  0.04
72 H 2.0324 -3.4385 2.0233  0.07
73 H 4.9938 -2.7961 0.5852  0.10
74 H 4.8449 -2.0707 -2.0530  0.11
75 H 0.9364 0.2668 -4.8564  0.12
76 H -1.4528 -0.8859 -5.4903  0.10
77 H -2.3399 -3.5258 -4.6181  0.08
78 H -1.7297 -4.0254 -3.0362  0.06
79 H -2.8990 -2.6987 -3.1677  0.06
80 H 4.4081 1.1798 -2.7951  0.13
81 H 3.5534 3.6693 -2.0548  0.10
82 H 1.1494 4.4381 -0.9433  0.08
83 H 0.1179 4.0453 -2.3211  0.09
84 H -0.1346 3.2204 -0.7820  0.04
85 H 3.3784 0.7995 -4.9733  0.11
86 H 4.8864 -0.5570 -6.7998  0.09
87 H 5.6078 -3.2212 -6.9142  0.07
88 H 6.0722 -3.7119 -5.2796  0.07
89 H 4.5506 -4.2787 -5.9558  0.07
90 N -0.7553 -2.2554 -0.0227  0.01
91 N -0.6455 -3.5522 0.5092  -0.02
92 C 0.0900 -4.5527 0.0202  -0.77
93 N 0.1262 -5.6946 0.7046  0.11
94 S 1.0060 -4.4883 -1.4277  0.93
95 H -1.5115 -2.2320 -0.6977  0.07
96 H 0.1121 -2.0055 -0.5081  -0.01
97 H -0.9153 -3.6123 1.4897  0.07
98 H -0.4542 -5.8637 1.5351  -0.03
99 H 0.6693 -6.4577 0.3436  0.10
100 C 3.9319 1.3678 1.0464  -0.08
101 O 2.7202 1.4289 1.7748  -0.25
102 C 2.9423 1.4758 3.1676  -0.21
103 C 1.6050 1.5023 3.8846  -0.21
104 O 0.9106 0.2809 3.7768  -0.26
105 C 1.2838 -0.6730 4.7597  -0.10
106 H 4.5709 2.2253 1.2898  0.10
107 H 3.6753 1.3962 -0.0081  0.07
108 H 4.4770 0.4424 1.2615  0.09
109 H 3.5193 2.3740 3.4278  0.13
110 H 3.5184 0.5969 3.4862  0.13
111 H 0.9809 2.2695 3.4165  0.11
112 H 1.7556 1.7679 4.9374  0.13
113 H 1.0211 -0.3133 5.7614  0.10
114 H 2.3571 -0.8855 4.7312  0.08
115 H 0.7337 -1.5864 4.5474  0.04
116 Se -1.9481 -5.8701 3.4040  0.49
117 C -1.0430 -4.3405 3.5658  -0.97
118 N -0.4423 -3.3415 3.5759  0.04

Calculated values
HOMO-LUMO gap (alpha / beta), eV: 4.89 / 4.92
E_HOMO (alpha / beta), eV: -7.4 / -7.4
Calculated total energy, eV: -198414.8709


[2]
C51H60F3N8Ti | ωB97M-V/def2-TZVPD

Each line ends with the Löwdin charge.
Geometry (Å):
1 Ti 0.0781 0.0847 0.0311  0.97
2 C 0.0397 0.5911 -6.1726  -0.09
3 C 1.1641 1.2861 -5.3970  -0.20
4 C 1.3733 0.7083 -4.0324  -0.14
5 C 2.3595 -0.1437 -3.6235  -0.14
6 C 3.4805 -0.7053 -4.4413  -0.20
7 C 3.1152 -2.0313 -5.1147  -0.09
8 C 2.0990 -0.4600 -2.2397  -0.24
9 N 0.9623 0.1935 -1.8323  -0.01
10 C 0.5038 0.9244 -2.9016  -0.23
11 C -0.6177 1.7495 -2.8852  0.03
12 C -1.4737 1.9992 -1.8187  -0.24
13 C -2.6097 2.8893 -1.8397  -0.14
14 C -3.1216 3.5974 -3.0544  -0.20
15 C -3.8523 2.6638 -4.0247  -0.09
16 C -3.1281 2.9075 -0.5772  -0.14
17 C -2.3181 2.0220 0.2263  -0.24
18 C -2.4653 1.7904 1.5890  0.03
19 C -1.6745 0.9845 2.4001  -0.23
20 N -0.6037 0.2394 1.9736  -0.01
21 C -0.0841 -0.4029 3.0702  -0.24
22 C 1.0423 -1.2197 3.0598  0.03
23 C 1.8675 -1.5084 1.9766  -0.24
24 N 1.6809 -1.0384 0.6993  0.01
25 C 2.7086 -1.5262 -0.0717  -0.24
26 C 2.8873 -1.2641 -1.4237  0.03
27 C 3.5837 -2.3234 0.7547  -0.14
28 C 3.0654 -2.3128 2.0163  -0.14
29 C 3.5754 -3.0319 3.2256  -0.20
30 C 2.8447 -4.3558 3.4669  -0.09
31 C 4.8476 -2.9744 0.2874  -0.20
32 C 6.0214 -1.9930 0.2146  -0.09
33 C -0.8589 -0.0502 4.2359  -0.14
34 C -1.8346 0.8090 3.8251  -0.15
35 C -2.9192 1.4255 4.6521  -0.20
36 C -4.2367 0.6505 4.5570  -0.09
37 C -0.5708 -0.5110 5.6304  -0.20
38 C 0.5379 0.3076 6.2988  -0.09
39 N -1.3367 1.4707 -0.5579  -0.01
40 C -4.3367 3.6481 -0.0962  -0.20
41 C -5.6282 2.8414 -0.2562  -0.09
42 H -0.0986 1.0385 -7.1597  0.07
43 H -0.9040 0.6580 -5.6292  0.06
44 H 0.2620 -0.4691 -6.3052  0.07
45 H 0.9391 2.3545 -5.3171  0.11
46 H 2.0944 1.2136 -5.9666  0.10
47 H 4.3591 -0.8532 -3.8080  0.10
48 H 3.7799 0.0215 -5.2016  0.10
49 H 2.7982 -2.7627 -4.3691  0.08
50 H 3.9620 -2.4460 -5.6670  0.06
51 H 2.2873 -1.8950 -5.8130  0.06
52 H -0.8469 2.2615 -3.8129  0.10
53 H -2.2909 4.0813 -3.5780  0.11
54 H -3.7963 4.4010 -2.7472  0.10
55 H -3.1985 1.8513 -4.3449  0.06
56 H -4.1941 3.2012 -4.9125  0.07
57 H -4.7195 2.2090 -3.5427  0.07
58 H -3.2779 2.3114 2.0816  0.10
59 H 1.3276 -1.6558 4.0103  0.10
60 H 3.7517 -1.7231 -1.8893  0.10
61 H 3.4711 -2.3926 4.1071  0.10
62 H 4.6466 -3.2202 3.1166  0.10
63 H 1.7725 -4.1868 3.5789  0.07
64 H 3.2124 -4.8591 4.3642  0.06
65 H 2.9804 -5.0263 2.6163  0.07
66 H 4.6879 -3.4250 -0.6962  0.11
67 H 5.1035 -3.7999 0.9562  0.10
68 H 5.7907 -1.1655 -0.4588  0.07
69 H 6.9315 -2.4817 -0.1409  0.06
70 H 6.2235 -1.5669 1.1994  0.07
71 H -3.0829 2.4597 4.3357  0.10
72 H -2.5990 1.4789 5.6960  0.10
73 H -4.5723 0.5923 3.5202  0.07
74 H -5.0242 1.1217 5.1499  0.06
75 H -4.1036 -0.3729 4.9127  0.07
76 H -0.2874 -1.5672 5.6182  0.11
77 H -1.4817 -0.4523 6.2318  0.10
78 H 1.4572 0.2603 5.7123  0.07
79 H 0.7535 -0.0559 7.3064  0.06
80 H 0.2481 1.3582 6.3668  0.07
81 H -4.4266 4.5957 -0.6346  0.10
82 H -4.2077 3.9148 0.9556  0.10
83 H -5.8178 2.6203 -1.3083  0.06
84 H -6.4906 3.3832 0.1401  0.06
85 H -5.5493 1.8878 0.2691  0.08
86 C 2.7168 1.9992 -0.2502  -0.16
87 N 3.6037 3.1262 0.0518  -0.08
88 C 3.9481 3.0721 1.4723  -0.18
89 N 2.7657 3.1381 2.3316  -0.08
90 C 1.8937 2.0124 1.9941  -0.16
91 N 1.4870 2.0240 0.5695  -0.12
92 C 0.7932 3.3016 0.3124  -0.15
93 N 1.6433 4.4564 0.6233  -0.08
94 C 2.8580 4.3642 -0.1914  -0.18
95 C 2.0383 4.3721 2.0300  -0.18
96 H 3.2387 1.0593 -0.0659  0.12
97 H 2.4305 2.0409 -1.3022  0.12
98 H 4.6093 3.9091 1.7116  0.12
99 H 4.4765 2.1370 1.6702  0.13
100 H 0.9983 2.0602 2.6120  0.12
101 H 2.4114 1.0762 2.1988  0.12
102 H -0.1119 3.3371 0.9216  0.13
103 H 0.5057 3.3350 -0.7398  0.12
104 H 3.5024 5.2173 0.0362  0.12
105 H 2.5783 4.4048 -1.2463  0.13
106 H 1.1402 4.4110 2.6500  0.13
107 H 2.6745 5.2274 2.2724  0.12
108 F -5.1467 -7.4790 -3.0073  0.12
109 C -5.2767 -6.9851 -1.7582  -0.57
110 F -5.0875 -8.0201 -0.9061  0.12
111 F -6.5790 -6.6301 -1.6226  0.12
112 C -4.3462 -5.8501 -1.4846  -0.15
113 C -3.7019 -5.1869 -2.5197  -0.02
114 C -2.8820 -4.1060 -2.2454  -0.02
115 C -2.6891 -3.6602 -0.9316  -0.25
116 C -3.3394 -4.3528 0.1013  -0.02
117 C -4.1584 -5.4305 -0.1719  -0.02
118 C -1.8551 -2.5399 -0.6503  -0.13
119 C -1.1401 -1.5786 -0.4091  -0.05
120 H -3.8354 -5.5194 -3.5405  0.11
121 H -2.3706 -3.5895 -3.0466  0.12
122 H -3.1827 -4.0261 1.1206  0.12
123 H -4.6489 -5.9570 0.6376  0.12

Calculated values
HOMO-LUMO gap (alpha / beta), eV: 5.00 / 5.51
E_HOMO (alpha / beta), eV: -2.5 / -3.8
Calculated total energy, eV: -97054.9165
2S+1: 3
Charge: -1
Relative energy (zero: lowest compared OMol25 entry of this formula, charge and spin), kJ/mol: 0.0